1.
This record from OMol25 describes a structure of composition C60H42HgN11O2P. The level of theory is the ωB97M-V functional and the def2-TZVPD basis.

Element x y z (Å)
Hg 1.41 0.86 0.52
C -5.50 -7.31 9.00
O -6.16 -6.31 8.22
C -5.42 -5.71 7.22
C -6.03 -4.62 6.64
C -5.37 -3.90 5.63
C -4.09 -4.31 5.19
C -3.50 -5.41 5.80
C -4.13 -6.07 6.86
C -3.34 -3.61 4.17
N -3.64 -2.43 3.73
C -2.57 -2.06 2.92
C -1.62 -3.04 2.86
N -2.14 -4.04 3.70
C -0.42 -2.98 2.11
C 0.43 -4.03 1.75
C 1.60 -3.73 1.07
C 1.87 -2.41 0.72
N 1.03 -1.42 0.90
C -0.14 -1.66 1.62
C -1.06 -0.58 1.66
N -0.74 0.65 1.17
C -1.62 1.65 1.17
C -2.89 1.55 1.67
C -3.24 0.33 2.28
C -2.37 -0.73 2.24
H -6.25 -7.70 9.71
H -4.65 -6.90 9.56
H -5.11 -8.13 8.37
H -7.02 -4.25 7.03
H -5.87 -3.02 5.17
H -2.49 -5.71 5.65
H -3.62 -6.85 7.39
H -1.68 -4.94 3.79
H 0.27 -5.01 2.10
H 2.43 -4.37 0.84
H 2.86 -2.18 0.42
H -1.29 2.47 0.53
H -3.42 2.50 1.76
H -4.15 0.26 2.81
C 1.04 -0.29 5.26
C 2.19 -0.54 4.56
C 2.70 0.38 3.65
C 2.07 1.60 3.53
C 0.82 1.81 4.15
C 0.29 0.86 4.96
P 2.67 3.10 2.67
C 3.75 3.68 3.99
C 3.90 5.08 4.10
C 4.80 5.62 5.02
C 5.47 4.82 5.89
C 5.28 3.45 5.80
C 4.42 2.83 4.87
C 3.84 2.41 1.37
C 5.19 2.79 1.35
C 6.04 2.30 0.34
C 5.48 1.53 -0.64
C 4.13 1.25 -0.69
C 3.30 1.64 0.36
H 0.57 -1.11 5.83
H 2.72 -1.50 4.73
H 3.58 0.12 3.12
H 0.24 2.73 3.93
H -0.76 0.92 5.23
H 3.34 5.76 3.47
H 4.90 6.71 4.99
H 6.17 5.29 6.60
H 5.88 2.77 6.36
H 4.23 1.78 4.84
H 5.59 3.45 2.15
H 7.10 2.49 0.28
H 6.17 1.09 -1.37
H 3.72 0.59 -1.49
C -4.66 2.39 -12.36
O -3.51 3.18 -12.04
C -2.90 2.84 -10.87
C -2.08 3.78 -10.30
C -1.48 3.60 -9.05
C -1.62 2.37 -8.44
C -2.36 1.39 -9.09
C -3.05 1.61 -10.28
C -1.06 2.13 -7.09
N -1.03 3.07 -6.17
C -0.48 2.42 -5.06
C -0.16 1.12 -5.33
N -0.47 0.96 -6.65
C 0.41 0.25 -4.39
C 0.64 -1.14 -4.73
C 1.14 -1.92 -3.73
C 1.47 -1.28 -2.47
N 1.25 -0.02 -2.18
C 0.69 0.74 -3.12
C 0.37 2.16 -2.79
N 0.66 2.63 -1.59
C 0.51 3.88 -1.29
C -0.11 4.77 -2.17
C -0.53 4.29 -3.39
C -0.25 2.98 -3.77
H -5.04 2.89 -13.28
H -5.37 2.34 -11.56
H -4.30 1.42 -12.65
H -1.88 4.73 -10.80
H -0.93 4.28 -8.48
H -2.49 0.45 -8.50
H -3.70 0.82 -10.74
H -0.24 0.13 -7.16
H 0.43 -1.47 -5.75
H 1.33 -2.99 -3.90
H 1.99 -1.83 -1.75
H 0.88 4.15 -0.34
H -0.32 5.75 -1.82
H -1.08 4.95 -4.10
N 3.70 -5.20 -0.97
C 3.43 -5.02 -2.08
N 2.97 -4.80 -3.29
C 3.73 -4.59 -4.35
N 4.31 -4.46 -5.34

Calculated values
Gap between HOMO and LUMO (spin up / spin down)   0.166 / 0.251 hartree
LUMO energy (spin up / spin down)   1.817 / 1.817 eV
Strongest force on any atom   0.05220 hartree/bohr
Multiplicity   2
Energy above the lowest of the compared OMol25 structures with the same formula, charge and spin   71.99 kJ/mol
Total charge   -1

---

2.
This record from OMol25 describes a structure of composition C60H49Cl2CuF12N11O26S4. The level of theory is the ωB97M-V functional and the def2-TZVPD basis.

Element x y z (Å)
Cu -0.24 -1.72 3.38
C -0.98 0.53 -2.10
F -1.56 -0.71 -1.97
F 0.10 0.47 -2.87
F -1.81 1.31 -2.72
S -0.58 1.26 -0.30
O -0.57 2.74 -0.37
O -1.54 0.62 0.65
N 0.92 0.59 0.30
S 2.00 1.67 -0.05
O 1.84 2.35 -1.32
O 2.36 2.57 1.02
C 3.52 0.50 -0.24
F 3.38 -0.25 -1.34
F 4.58 1.28 -0.31
F 3.68 -0.24 0.79
C -5.09 -2.88 6.47
F -5.80 -1.94 7.17
F -5.78 -3.97 6.49
F -4.93 -2.40 5.21
S -3.41 -3.06 7.43
O -2.81 -1.81 7.84
O -3.81 -3.85 8.59
N -2.33 -3.88 6.25
S -2.44 -5.41 6.65
O -3.74 -6.04 6.94
O -1.66 -6.17 5.66
C -1.31 -5.62 8.20
F -0.11 -6.18 7.80
F -1.05 -4.48 8.80
F -2.01 -6.43 9.01
Cl 0.19 2.24 -10.71
C -0.14 0.49 -11.05
C -0.17 -0.26 -9.72
Cl 1.50 -0.48 -9.08
H 0.57 0.02 -11.73
H -1.09 0.53 -11.58
H -0.64 -1.24 -9.82
H -0.80 0.29 -9.02
C -7.13 -7.24 -2.36
C -6.06 -8.10 -2.56
C -4.84 -7.82 -2.08
C -4.64 -6.63 -1.30
C -5.72 -5.75 -1.02
C -7.01 -6.08 -1.56
N -3.32 -6.19 -0.83
O -3.23 -5.19 -0.05
O -2.43 -6.96 -1.00
H -8.11 -7.56 -2.68
H -6.21 -9.04 -3.08
H -4.00 -8.48 -2.22
H -5.77 -4.77 -0.57
H -7.85 -5.42 -1.46
C 5.45 4.80 -5.49
C 4.09 5.03 -5.87
C 3.58 6.34 -5.78
C 4.43 7.41 -5.39
C 5.76 7.17 -5.11
C 6.23 5.88 -5.17
N 3.93 8.80 -5.34
O 2.77 9.03 -5.06
O 4.65 9.76 -5.63
H 5.93 3.83 -5.49
H 3.47 4.21 -6.22
H 2.61 6.63 -6.17
H 6.47 7.96 -4.88
H 7.29 5.72 -5.01
C -3.05 8.43 4.46
C -1.88 8.56 5.14
C -1.21 7.41 5.53
C -1.64 6.17 5.09
C -2.83 6.03 4.38
C -3.50 7.17 4.07
N -0.79 5.00 5.36
O -1.11 3.89 4.88
O 0.09 5.09 6.22
H -3.75 9.25 4.37
H -1.55 9.48 5.61
H -0.37 7.49 6.20
H -3.25 5.11 4.01
H -4.47 7.13 3.59
C 7.98 -7.60 0.48
C 8.14 -7.34 1.80
C 7.09 -6.86 2.58
C 5.92 -6.56 1.95
C 5.75 -6.79 0.59
C 6.78 -7.34 -0.19
N 4.90 -5.83 2.69
O 5.01 -5.65 3.90
O 3.90 -5.35 2.07
H 8.82 -8.02 -0.04
H 9.11 -7.62 2.19
H 7.35 -6.57 3.58
H 4.76 -6.66 0.17
H 6.58 -7.55 -1.23
C 4.65 0.39 12.51
C 3.39 0.28 11.96
C 3.16 0.13 10.57
C 4.29 0.12 9.76
C 5.56 0.26 10.30
C 5.75 0.40 11.66
N 4.10 0.02 8.33
O 4.90 0.53 7.60
O 3.05 -0.48 7.85
H 4.80 0.50 13.57
H 2.59 0.17 12.68
H 2.13 0.05 10.27
H 6.44 0.26 9.67
H 6.69 0.56 12.17
C -4.90 8.16 -2.34
C -3.85 9.02 -2.73
C -3.88 10.34 -2.21
C -4.97 10.83 -1.48
C -6.05 10.01 -1.28
C -6.02 8.65 -1.67
N -5.09 12.24 -1.14
O -4.15 12.99 -1.39
O -6.10 12.66 -0.61
H -4.84 7.15 -2.71
H -3.11 8.63 -3.41
H -2.99 10.93 -2.36
H -6.94 10.35 -0.76
H -6.88 8.09 -1.33
C 11.18 -1.05 -5.27
C 10.34 -1.95 -4.56
C 10.15 -1.84 -3.18
C 10.91 -0.85 -2.50
C 11.69 0.06 -3.27
C 11.85 -0.01 -4.66
N 10.98 -0.78 -1.04
O 10.33 -1.62 -0.46
O 11.67 0.11 -0.53
H 11.44 -1.26 -6.29
H 9.84 -2.76 -5.06
H 9.54 -2.58 -2.68
H 12.28 0.79 -2.73
H 12.57 0.66 -5.09
C -1.88 -7.69 -8.72
C -0.75 -8.31 -9.06
C 0.45 -8.10 -8.30
C 0.41 -7.19 -7.23
C -0.76 -6.56 -6.86
C -1.93 -6.79 -7.60
N 1.65 -6.91 -6.47
O 2.66 -7.50 -6.85
O 1.66 -6.06 -5.55
H -2.86 -7.71 -9.19
H -0.85 -9.10 -9.79
H 1.36 -8.61 -8.56
H -0.80 -5.87 -6.04
H -2.79 -6.16 -7.41
C -13.34 1.92 2.52
C -12.23 2.54 3.08
C -11.02 2.39 2.47
C -10.86 1.60 1.28
C -12.04 1.01 0.78
C -13.26 1.19 1.37
N -9.56 1.45 0.50
O -8.69 2.30 0.65
O -9.47 0.48 -0.26
H -14.33 2.01 2.94
H -12.33 3.21 3.92
H -10.23 2.98 2.91
H -11.92 0.39 -0.09
H -14.11 0.67 0.95

Calculated values
Gap between HOMO and LUMO (spin up / spin down)   0.170 / 0.066 hartree
LUMO energy (spin up / spin down)   -3.864 / -6.686 eV
Strongest force on any atom   0.09700 hartree/bohr
Multiplicity   2
Energy above the lowest of the compared OMol25 structures with the same formula, charge and spin   715.66 kJ/mol
Total charge   0

---

3.
This record from OMol25 describes a structure of composition C60H50BBaBrN8O3P2. The level of theory is the ωB97M-V functional and the def2-TZVPD basis.

Element x y z (Å)
Ba -0.13 0.62 1.31
O 0.29 -1.79 -3.29
C 1.54 -1.93 -3.82
C 1.76 -2.03 -5.19
C 3.06 -2.11 -5.66
C 4.12 -2.08 -4.78
C 3.89 -1.96 -3.42
C 2.60 -1.88 -2.91
P 2.17 -1.58 -1.16
C 3.81 -1.29 -0.42
C 4.37 -2.11 0.55
C 5.55 -1.76 1.18
C 6.20 -0.58 0.84
C 5.65 0.24 -0.13
C 4.46 -0.10 -0.75
C 1.70 -3.26 -0.60
C 1.62 -4.36 -1.45
C 1.14 -5.58 -0.99
C 0.73 -5.72 0.32
C 0.81 -4.63 1.18
C 1.28 -3.41 0.72
C -0.71 -2.71 -3.49
C -0.55 -3.89 -4.20
C -1.64 -4.75 -4.33
C -2.86 -4.42 -3.77
C -3.00 -3.24 -3.05
C -1.92 -2.37 -2.89
P -1.93 -0.86 -1.86
C -3.67 -0.74 -1.35
C -4.48 0.35 -1.66
C -5.75 0.45 -1.12
C -6.24 -0.54 -0.29
C -5.45 -1.63 0.03
C -4.16 -1.72 -0.48
C -1.76 0.42 -3.15
C -2.41 0.32 -4.38
C -2.24 1.30 -5.35
C -1.41 2.39 -5.09
C -0.76 2.50 -3.88
C -0.93 1.51 -2.91
H 0.90 -2.04 -5.86
H 3.23 -2.18 -6.73
H 5.14 -2.14 -5.15
H 4.73 -1.92 -2.73
H 3.88 -3.03 0.84
H 5.95 -2.40 1.96
H 7.12 -0.30 1.34
H 6.15 1.17 -0.40
H 4.01 0.58 -1.47
H 1.95 -4.28 -2.48
H 1.07 -6.42 -1.68
H 0.35 -6.67 0.68
H 0.49 -4.71 2.21
H 1.32 -2.56 1.40
H 0.40 -4.15 -4.64
H -1.52 -5.67 -4.88
H -3.71 -5.08 -3.88
H -3.95 -2.99 -2.61
H -4.10 1.15 -2.29
H -6.35 1.33 -1.34
H -7.24 -0.44 0.14
H -5.81 -2.39 0.70
H -3.54 -2.55 -0.19
H -3.05 -0.53 -4.58
H -2.75 1.21 -6.30
H -1.28 3.15 -5.85
H -0.12 3.34 -3.66
H -0.41 1.61 -1.96
B -3.30 3.60 -0.22
N -3.57 2.61 0.93
C -4.62 2.76 1.76
C -4.82 1.58 2.44
C -3.82 0.73 1.93
N -3.07 1.36 1.03
N -1.78 3.88 -0.49
C -1.39 4.84 -1.34
C -0.01 4.94 -1.29
C 0.36 3.97 -0.36
N -0.71 3.33 0.12
H -3.80 4.64 0.12
H -3.78 3.20 -1.26
H -5.13 3.71 1.79
H -5.56 1.35 3.19
H -3.60 -0.29 2.20
H -2.13 5.38 -1.91
H 0.62 5.63 -1.85
H 1.33 3.66 -0.04
Br 2.36 6.24 6.01
C 1.44 4.71 5.35
C 1.45 4.43 4.00
C 0.80 3.31 3.52
C 0.10 2.43 4.39
C 0.10 2.76 5.76
C 0.76 3.88 6.23
N -0.49 1.32 3.85
C -1.22 0.48 4.57
C -1.68 -0.76 4.07
C -2.52 -1.60 4.85
C -2.97 -2.79 4.36
C -2.58 -3.20 3.07
C -1.77 -2.33 2.35
N -1.34 -1.16 2.81
H 1.97 5.08 3.30
H 0.85 3.13 2.46
H -0.39 2.12 6.47
H 0.76 4.11 7.29
H -1.52 0.71 5.59
H -2.81 -1.27 5.84
H -3.61 -3.42 4.96
H -2.89 -4.14 2.64
H -1.44 -2.60 1.35
O 2.94 -1.77 4.25
C 2.37 -1.20 3.36
N 1.83 -0.64 2.45
O 2.35 1.66 0.29
N 3.27 2.28 0.94
C 3.62 1.87 2.18
C 4.60 2.54 2.89
C 5.24 3.64 2.32
C 4.88 4.03 1.04
C 3.90 3.33 0.36
H 3.06 1.00 2.51
H 4.83 2.19 3.88
H 6.00 4.18 2.87
H 5.36 4.86 0.55
H 3.56 3.55 -0.64

Calculated values
Gap between HOMO and LUMO (spin up / spin down)   0.187 / 0.272 hartree
LUMO energy (spin up / spin down)   2.105 / 2.105 eV
Strongest force on any atom   0.02904 hartree/bohr
Multiplicity   2
Energy above the lowest of the compared OMol25 structures with the same formula, charge and spin   95.44 kJ/mol
Total charge   -1